The following is a DFT calculation (ωB97M-V with the def2-TZVPD basis set) of 6 unconnected molecules or ions with the total composition C28H74N6O8.

Summary:
**Energy relative to the best compared isomer or geometry (same formula, charge and spin)**: 4.0194 eV
**E_HOMO**: -8.27 eV
**Net charge**: 0
**Spin multiplicity**: 1
**LUMO level**: 0.21 eV

Each line ends with the Löwdin charge.
Geometry (Å):
C  5.270  -0.215  -5.028  -0.051
O  5.018  -0.907  -3.746  -0.194
C  5.947  -1.876  -3.427  -0.272
C  5.625  -2.724  -2.184  -0.421
C  5.414  -1.727  -1.001  -0.061
N  6.697  -3.660  -1.840  0.034
H  4.494  0.551  -5.067  0.082
H  5.031  -0.904  -5.837  0.083
H  6.246  0.270  -5.051  0.086
H  6.099  -2.481  -4.321  0.115
H  6.926  -1.416  -3.296  0.118
H  4.710  -3.315  -2.218  0.135
H  4.448  -1.222  -1.021  0.076
H  6.335  -1.145  -0.978  0.075
H  5.381  -2.219  -0.029  0.065
H  7.531  -3.095  -1.763  0.064
H  6.807  -4.222  -2.672  0.065
C  -6.774  2.538  1.850  -0.122
O  -6.991  3.796  2.436  -0.185
C  -6.509  4.929  1.712  -0.178
C  -4.930  4.958  1.746  -0.394
C  -4.433  5.051  3.195  -0.072
N  -4.243  6.053  1.033  0.031
H  -5.833  2.243  1.386  0.072
H  -7.500  2.496  1.038  0.087
H  -6.971  1.721  2.544  0.089
H  -6.883  5.026  0.693  0.113
H  -7.001  5.800  2.145  0.120
H  -4.711  4.013  1.249  0.110
H  -4.740  4.201  3.803  0.067
H  -4.865  5.841  3.809  0.080
H  -3.344  5.087  3.238  0.068
H  -3.260  5.843  0.934  0.047
H  -4.352  6.940  1.503  0.067
C  -1.339  -3.857  -4.226  -0.133
O  -0.866  -2.740  -4.928  -0.196
C  -0.851  -2.978  -6.368  -0.170
C  0.115  -2.014  -7.008  -0.481
C  -0.395  -0.579  -6.803  -0.063
N  0.228  -2.196  -8.393  0.024
H  -2.408  -4.045  -4.321  0.088
H  -1.200  -3.589  -3.179  0.084
H  -0.685  -4.714  -4.389  0.087
H  -0.534  -4.009  -6.521  0.114
H  -1.865  -2.881  -6.756  0.134
H  1.123  -2.027  -6.594  0.138
H  -0.547  -0.343  -5.750  0.070
H  -1.275  -0.185  -7.311  0.081
H  0.444  -0.001  -7.190  0.068
H  0.968  -1.660  -8.825  0.081
H  0.462  -3.165  -8.559  0.074
C  -3.496  -3.983  4.318  -0.181
O  -2.344  -3.334  4.179  -0.146
C  -1.867  -3.233  2.866  -0.187
C  -1.656  -1.742  2.455  -0.397
C  -2.974  -1.077  2.153  -0.091
N  -0.869  -1.557  1.201  0.029
H  -3.499  -4.943  3.802  0.088
H  -4.346  -3.476  3.863  0.082
H  -3.768  -4.140  5.362  0.096
H  -0.819  -3.532  2.843  0.113
H  -2.322  -3.793  2.049  0.133
H  -1.211  -1.113  3.226  0.138
H  -3.320  -1.278  1.139  0.072
H  -2.839  0.004  2.100  0.074
H  -3.723  -1.231  2.929  0.076
H  -0.400  -0.699  0.948  0.063
H  -1.590  -1.515  0.494  0.040
C  -4.737  0.344  -2.657  -0.100
O  -5.213  1.495  -3.358  -0.208
C  -4.743  2.789  -2.924  -0.177
C  -3.232  3.027  -3.205  -0.198
N  -2.448  3.211  -1.992  -0.078
C  -0.982  3.367  -2.118  -0.195
C  -0.437  3.559  -0.692  -0.180
O  -0.757  4.909  -0.235  -0.214
C  -0.073  5.332  0.944  -0.118
H  -3.648  0.301  -2.659  0.074
H  -5.164  -0.442  -3.281  0.089
H  -5.055  0.272  -1.617  0.076
H  -5.000  2.995  -1.885  0.107
H  -5.320  3.507  -3.507  0.113
H  -3.217  3.915  -3.838  0.104
H  -2.746  2.236  -3.776  0.114
H  -2.819  3.806  -1.265  0.096
H  -0.637  4.032  -2.909  0.113
H  -0.586  2.471  -2.596  0.108
H  0.647  3.608  -0.797  0.110
H  -0.720  2.777  0.013  0.120
H  -0.138  6.393  1.186  0.087
H  0.996  5.132  0.874  0.075
H  -0.354  4.726  1.805  0.080
C  6.006  -4.678  4.366  -0.117
O  4.853  -4.865  5.099  -0.167
C  3.694  -4.229  4.775  -0.247
C  3.655  -2.685  4.667  -0.188
N  3.688  -1.984  5.968  -0.080
C  3.942  -0.499  5.995  -0.174
C  3.039  0.418  5.101  -0.238
O  3.199  1.857  5.150  -0.166
C  4.430  2.088  4.403  -0.099
H  6.871  -5.231  4.733  0.093
H  6.364  -3.649  4.323  0.075
H  5.749  -4.933  3.338  0.094
H  2.905  -4.532  5.463  0.125
H  3.245  -4.715  3.909  0.119
H  2.964  -2.128  4.034  0.107
H  4.619  -2.418  4.233  0.089
H  4.198  -2.610  6.575  0.100
H  4.973  -0.416  5.651  0.093
H  3.761  -0.091  6.989  0.115
H  2.021  0.132  5.367  0.120
H  3.149  -0.001  4.101  0.095
H  4.613  3.144  4.601  0.082
H  4.157  2.141  3.348  0.086
H  5.319  1.514  4.663  0.083



The following is a DFT calculation (ωB97M-V with the def2-TZVPD basis set) of 8 unconnected molecules or ions with the total composition C28H75N4O12.

Summary:
**Energy relative to the best compared isomer or geometry (same formula, charge and spin)**: 14.5064 eV
**E_HOMO**: -5.63 eV
**Net charge**: -1
**Spin multiplicity**: 1
**LUMO level**: 2.21 eV

Each line ends with the Löwdin charge.
Geometry (Å):
C  15.509  40.909  4.167  -0.152
O  16.570  40.329  5.064  -0.389
H  15.689  41.899  4.070  0.026
H  14.678  40.848  4.660  -0.009
H  15.532  40.568  3.001  0.076
C  16.558  43.277  1.605  -0.222
O  17.352  42.571  0.704  -0.152
H  15.518  42.913  1.587  0.033
H  16.365  44.526  1.385  0.143
H  16.978  43.118  2.576  0.035
H  17.585  41.822  1.320  0.042
C  19.409  39.059  6.381  -0.123
O  18.523  38.523  5.356  -0.186
H  20.381  39.333  6.039  0.047
H  19.284  38.360  7.380  0.132
H  18.950  40.015  6.572  0.047
H  18.041  39.219  4.884  0.001
C  15.843  42.303  7.561  -0.155
O  16.990  42.185  6.710  -0.195
H  15.940  42.413  8.464  -0.021
H  15.151  41.449  7.337  0.068
H  15.209  43.013  7.009  0.083
H  16.805  41.432  6.023  -0.011
C  18.120  38.969  10.271  -0.156
O  17.378  38.381  9.298  -0.227
C  16.431  39.223  8.591  -0.125
C  15.812  38.214  7.532  -0.147
N  14.777  38.946  6.811  -0.105
C  14.058  38.022  5.902  -0.136
C  14.846  37.430  4.642  -0.208
O  14.012  36.477  4.149  -0.140
C  14.496  35.851  3.034  -0.124
H  17.449  39.475  10.827  0.032
H  18.632  39.870  9.900  0.099
H  18.734  38.326  10.837  0.082
H  17.053  40.041  8.073  0.122
H  15.829  39.708  9.421  0.127
H  15.196  37.441  8.062  0.131
H  16.510  37.727  7.016  0.054
H  15.208  39.668  6.220  0.055
H  13.249  38.658  5.470  0.107
H  13.740  37.319  6.610  0.091
H  15.944  37.080  4.881  0.151
H  15.042  38.207  3.788  0.131
H  15.157  35.114  3.227  0.063
H  15.022  36.236  2.295  0.028
H  13.730  35.335  2.524  0.091
C  13.801  39.272  12.074  -0.012
O  13.077  40.193  11.220  -0.128
C  12.770  39.664  10.013  -0.261
C  12.480  40.842  9.017  -0.199
N  12.315  40.408  7.642  -0.059
C  11.892  41.491  6.794  -0.230
C  11.350  40.970  5.480  -0.125
O  10.690  41.994  4.677  -0.122
C  11.533  42.828  4.130  -0.184
H  13.053  38.584  12.304  0.086
H  14.086  39.720  12.900  0.050
H  14.529  38.880  11.614  0.018
H  11.848  39.020  9.808  0.152
H  13.472  39.229  9.595  0.008
H  13.193  41.576  9.169  0.077
H  11.459  41.373  9.255  0.145
H  13.234  39.856  7.420  0.108
H  12.720  42.005  6.668  0.052
H  11.238  42.213  7.135  0.109
H  10.676  40.280  5.745  0.086
H  12.277  40.601  4.997  0.113
H  12.225  43.200  4.760  0.065
H  11.018  43.722  3.690  0.131
H  11.987  42.357  3.462  -0.022
C  15.894  37.327  -0.389  -0.170
O  16.930  37.303  0.509  -0.179
C  17.118  38.582  1.122  -0.221
C  18.267  38.873  1.980  -0.262
N  18.327  40.211  2.506  -0.084
C  19.680  40.675  2.948  -0.167
C  19.579  41.955  3.698  -0.210
O  20.822  42.410  4.179  -0.170
C  20.828  43.662  4.766  -0.125
H  15.047  37.621  0.050  0.005
H  15.812  36.140  -0.589  0.143
H  15.994  37.871  -1.399  0.110
H  16.174  38.844  1.735  0.120
H  17.113  39.516  0.313  0.173
H  19.178  38.772  1.420  0.110
H  18.512  38.131  2.819  0.141
H  17.602  40.263  3.275  0.081
H  20.196  40.775  2.020  0.109
H  20.032  39.742  3.479  0.128
H  19.014  41.749  4.591  0.109
H  19.054  42.745  2.985  0.155
H  20.696  44.576  3.956  0.140
H  21.735  43.946  5.010  0.015
H  20.139  43.740  5.560  0.078
C  13.508  41.171  1.645  -0.056
O  12.895  40.043  0.874  -0.209
C  13.128  40.220  -0.497  -0.230
C  12.515  38.896  -1.137  -0.221
N  12.618  39.012  -2.555  -0.076
C  11.700  38.061  -3.104  -0.182
C  11.952  38.024  -4.690  -0.163
O  11.168  36.915  -5.271  -0.175
C  10.895  37.061  -6.681  -0.083
H  13.064  42.054  1.291  0.061
H  14.711  41.065  1.555  0.101
H  13.125  41.149  2.702  0.074
H  14.248  39.995  -0.665  0.124
H  12.804  41.182  -0.940  0.129
H  11.533  39.096  -0.703  0.125
H  12.928  38.056  -0.749  0.074
H  13.562  38.864  -2.764  0.092
H  10.591  38.435  -2.876  0.161
H  11.851  36.941  -2.864  0.137
H  12.925  37.931  -4.954  0.086
H  11.910  38.864  -5.070  0.025
H  11.785  36.662  -7.133  0.089
H  10.585  38.031  -6.989  0.082
H  10.130  36.510  -6.977  0.028